# 1
DFT (wB97M-V/def2-TZVPD) results for a structure of composition C2H2Cl2I2 at a distorted geometry.

Each line ends with the Löwdin charge.
Positions of all 8 atoms, in Å:
C -0.80 0.18 0.23  -0.967
C 0.58 -0.26 -0.15  -1.747
Cl -1.11 1.70 -0.29  0.634
Cl 0.82 -0.01 -1.84  0.479
I 1.97 1.18 0.71  0.755
I 1.00 -2.37 0.39  0.720
H -0.94 0.06 1.25  0.041
H -1.53 -0.48 -0.30  0.086

As for the spin multiplicity: 1. As for the largest force on an atom: 4.39 eV Å⁻¹. Its energy relative to the best compared isomer or geometry (same formula, charge and spin) is 58.7 kJ/mol. The calculation puts the HOMO-LUMO gap at 8.8 eV.

# 2
DFT (wB97M-V/def2-TZVPD) results for an isolated molecule of C4H9NO2 at a distorted geometry.

Each line ends with the Löwdin charge.
Positions of all 16 atoms, in Å:
C -0.77 0.03 0.41  -0.323
C -0.88 1.53 0.28  -0.074
N -1.50 -0.60 -0.61  -0.007
C 1.00 -0.45 0.21  -0.226
C 2.11 0.30 0.43  0.038
O 0.63 -0.66 -1.42  -0.136
O -1.87 -1.85 -0.19  -0.030
H -2.49 -2.15 -0.86  0.106
H 1.25 -1.22 -1.92  0.061
H -1.00 -0.37 1.40  0.129
H 0.98 -1.43 0.68  0.108
H -0.36 1.85 -0.63  0.079
H -1.92 1.85 0.19  0.074
H -0.40 2.00 1.14  0.078
H 2.27 1.24 -0.08  0.064
H 2.95 -0.08 0.99  0.059

As for the spin multiplicity: 1. As for the largest force on an atom: 4.81 eV Å⁻¹. Its energy relative to the best compared isomer or geometry (same formula, charge and spin) is 694.3 kJ/mol. The calculation puts the HOMO-LUMO gap (alpha / beta) at 7.5 / 8.9 eV.

# 3
DFT (wB97M-V/def2-TZVPD) results for a structure of composition C25H28F5O2Sn at a distorted geometry.

Each line ends with the Löwdin charge.
Positions of all 61 atoms, in Å:
O -0.12 -0.38 -4.68  -0.360
C -0.16 0.79 -5.60  -0.166
C -0.13 -0.03 -6.86  -0.077
H 0.73 1.39 -5.47  0.081
H -1.09 1.34 -5.42  0.127
C 0.06 -1.23 -5.93  -0.530
H 0.69 0.18 -7.56  0.123
H -1.11 -0.06 -7.34  0.112
C 1.46 -1.85 -5.93  -0.008
H 2.24 -1.09 -5.76  0.096
H 1.65 -2.33 -6.91  0.091
H 1.56 -2.62 -5.14  0.091
C -1.08 -2.20 -6.08  -0.020
H -2.02 -1.66 -5.93  0.093
H -1.03 -2.99 -5.33  0.089
H -1.03 -2.63 -7.10  0.098
Sn -0.04 0.01 -2.41  1.490
C -2.59 -0.72 -0.08  -0.162
C -2.57 0.71 0.01  -0.164
C -2.53 1.23 -1.31  -0.206
H -2.67 1.29 0.93  0.095
C -2.48 0.10 -2.24  -0.384
C -2.57 -1.11 -1.43  -0.200
H -2.64 -2.12 -1.82  0.088
H -2.66 -1.40 0.78  0.093
H -2.58 2.28 -1.58  0.079
H -2.59 0.17 -3.33  0.069
C 1.60 -2.53 0.53  -0.174
C 0.56 -3.02 -0.32  -0.185
C 0.94 -2.75 -1.67  -0.271
H -0.35 -3.53 0.00  0.075
C 2.17 -2.00 -1.64  -0.265
C 2.57 -1.87 -0.28  -0.185
H 3.48 -1.37 0.07  0.079
H 1.67 -2.69 1.62  0.080
H 0.39 -3.02 -2.58  0.051
H 2.70 -1.60 -2.51  0.065
O 1.85 3.49 -5.47  -0.165
C 1.92 2.87 -4.13  -0.198
C 0.60 3.14 -3.41  -0.202
H 2.74 3.35 -3.56  0.127
H 2.21 1.81 -4.24  0.110
C 0.04 4.39 -4.14  -0.149
H 0.72 3.23 -2.33  0.108
H -0.12 2.36 -3.61  0.012
C 1.06 4.69 -5.27  -0.191
H -0.18 5.25 -3.50  0.106
H -0.95 4.15 -4.59  0.104
H 1.72 5.53 -4.95  0.113
H 0.57 5.04 -6.20  0.113
F -0.17 -0.36 1.47  0.054
C 0.66 0.63 1.07  -0.250
C 0.95 0.81 -0.28  -0.119
C 2.04 1.63 -0.48  -0.273
F 2.85 1.43 -1.58  0.012
C 2.50 2.57 0.47  -0.148
F 3.22 3.65 0.07  0.064
C 2.15 2.39 1.80  -0.146
F 2.70 3.15 2.77  0.079
C 1.24 1.37 2.10  -0.148
F 0.99 1.08 3.39  0.079

As for the spin multiplicity: 1. As for the largest force on an atom: 3.99 eV Å⁻¹. Its energy relative to the best compared isomer or geometry (same formula, charge and spin) is 156.5 kJ/mol. The calculation puts the HOMO-LUMO gap at 5.5 eV. As for the total charge: -1.

# 4
DFT (wB97M-V/def2-TZVPD) results for an isolated molecule of C15H18N4O4 at a distorted geometry.

Each line ends with the Löwdin charge.
Positions of all 41 atoms, in Å:
C 0.23 -1.93 -0.22  -0.302
C -0.95 -1.15 0.23  -0.460
C 1.31 -1.77 0.84  -0.093
C 1.99 -0.41 0.81  -0.146
C 1.60 0.75 1.46  -0.036
C 3.26 -0.08 0.15  -0.126
C 3.52 1.29 0.41  -0.190
C 4.25 -0.86 -0.46  -0.029
C 4.74 1.83 -0.07  -0.025
C 5.45 -0.27 -0.88  -0.126
C 5.69 1.06 -0.73  -0.123
C -2.94 0.13 -0.67  -0.171
C -2.54 1.57 -0.63  -0.513
C -4.03 -0.30 0.39  -0.042
C -5.42 0.07 -0.10  -0.507
H 0.50 -0.39 -1.45  0.093
H 1.53 -1.60 -1.79  0.068
H -0.10 -2.95 -0.24  0.144
H 0.80 -1.86 1.79  0.110
H 2.06 -2.55 0.69  0.113
H 0.76 0.93 2.13  0.127
H 2.28 2.67 1.52  0.157
H 4.20 -1.92 -0.60  0.095
H 5.02 2.84 0.11  0.095
H 6.17 -0.94 -1.33  0.099
H 6.65 1.46 -1.10  0.117
H -1.46 -1.01 -1.67  0.126
H -3.37 0.08 -1.67  0.157
H -3.98 -1.36 0.57  0.123
H -3.75 0.24 1.33  0.134
H -7.33 0.23 0.65  0.108
H -6.27 -0.53 1.75  0.099
H -3.06 3.25 -0.06  0.150
N 0.58 -1.41 -1.53  0.068
N 2.48 1.74 1.17  0.066
N -1.76 -0.73 -0.76  0.119
N -6.37 0.01 0.91  0.145
O -1.14 -0.86 1.41  0.060
O -1.55 2.03 -1.14  0.119
O -5.68 0.38 -1.26  0.054
O -3.37 2.33 0.05  0.143

As for the spin multiplicity: 1. As for the largest force on an atom: 2.63 eV Å⁻¹. Its energy relative to the best compared isomer or geometry (same formula, charge and spin) is 97.4 kJ/mol. The calculation puts the HOMO-LUMO gap at 8.3 eV.

# 5
DFT (wB97M-V/def2-TZVPD) results for an isolated molecule of C6H9NO3 at a distorted geometry.

Each line ends with the Löwdin charge.
Positions of all 19 atoms, in Å:
C 0.26 0.15 2.81  0.148
C 0.16 0.39 1.45  -0.103
C -0.33 1.74 1.08  -0.557
C -0.35 -0.90 -1.96  -0.201
C 0.99 -0.29 -1.80  -0.152
C 0.22 -0.67 0.34  -0.314
N -0.92 -0.64 -0.65  -0.009
O -0.17 2.62 1.90  0.093
O -0.82 1.91 -0.09  0.159
O 1.38 -0.47 -0.41  -0.080
H 0.47 -0.72 3.43  0.075
H -0.06 0.98 3.34  0.040
H -0.99 -0.49 -2.66  0.101
H -0.29 -1.91 -2.29  0.113
H 1.88 -0.68 -2.42  0.150
H 0.98 0.85 -1.90  0.136
H 0.35 -1.66 0.89  0.163
H -1.09 1.17 -0.62  0.073
H -1.64 -1.39 -0.43  0.166

As for the spin multiplicity: 1. As for the largest force on an atom: 3.66 eV Å⁻¹. Its energy relative to the best compared isomer or geometry (same formula, charge and spin) is 189.0 kJ/mol. The calculation puts the HOMO-LUMO gap at 10.1 eV.

# 6
DFT (wB97M-V/def2-TZVPD) results for a structure of composition CuH14O7.

Each line ends with the Löwdin charge.
Positions of all 22 atoms, in Å:
Cu -0.46 0.02 -0.33  0.385
O 2.39 -1.60 -0.02  -0.037
H 2.61 -0.72 -0.32  -0.009
H 1.82 -1.47 0.74  -0.010
O 0.85 1.31 1.56  -0.029
H 0.81 1.09 2.49  0.062
H 1.61 1.89 1.49  0.053
O -0.15 -1.63 1.35  -0.015
H -0.74 -2.37 1.25  0.078
H -0.30 -1.32 2.25  0.073
O -2.53 -0.10 0.41  -0.018
H -2.74 -0.77 1.05  0.063
H -3.13 0.62 0.61  0.076
O 1.87 0.97 -1.01  -0.029
H 2.54 1.25 -0.39  0.056
H 1.72 1.74 -1.57  0.070
O -0.77 -1.77 -1.90  -0.013
H -0.38 -2.64 -1.94  0.069
H -1.64 -1.87 -2.28  0.064
O -1.36 2.20 -0.97  -0.011
H -0.75 2.81 -0.55  0.055
H -1.25 2.36 -1.91  0.067

As for the spin multiplicity: 1. As for the largest force on an atom: 0.63 eV Å⁻¹. Its energy relative to the best compared isomer or geometry (same formula, charge and spin) is 47.3 kJ/mol. The calculation puts the HOMO-LUMO gap at 8.8 eV. As for the total charge: +1.

Q: What is the energy relative to the best compared isomer or geometry (same formula, charge and spin) in the second record?
A: 694.3 kJ/mol